Record 1
{
  "formula": "C9H24AlF3N4O8PS2",
  "method": "the ωB97M-V functional and the def2-TZVPD basis",
  "symbols": ["H", "O", "H", "P", "N", "C", "O", "H", "H", "H", "H", "N", "H", "O", "O", "H", "H", "C", "H", "F", "S", "H", "O", "H", "O", "H", "F", "O", "C", "H", "H", "H", "H", "N", "H", "C", "H", "F", "H", "C", "C", "S", "H", "N", "H", "Al", "C", "O", "H", "H", "C", "C"],
  "xyz": [[-24.6506, 5.5552, 14.6041], [-22.0662, 6.1807, 10.1636], [-20.8587, 0.3418, 15.0219], [-21.9237, 3.8783, 15.1571], [-21.2237, 2.4129, 14.6853], [-23.0149, 3.0497, 17.5353], [-21.2022, 5.0320, 14.6067], [-24.2679, 4.9940, 16.2445], [-23.1231, 2.7375, 12.9193], [-19.4228, 2.4748, 13.6497], [-22.6588, 2.7375, 18.5147], [-20.0741, 5.1906, 11.4715], [-23.6679, 8.8833, 15.8158], [-19.0155, 4.7454, 9.2020], [-22.2254, 8.4301, 17.2138], [-22.8631, 7.3233, 15.5307], [-21.5966, 4.9660, 18.5750], [-24.5256, 4.6710, 15.2377], [-23.9714, 7.4970, 16.9091], [-17.8941, 4.5169, 11.2677], [-19.2904, 4.2297, 10.4966], [-24.1962, 1.8961, 14.0541], [-20.5574, 7.9439, 15.7564], [-24.7496, 3.3454, 13.0765], [-19.4369, 2.8219, 10.6682], [-20.1668, 4.4588, 17.6903], [-17.7891, 6.2675, 15.8534], [-22.1132, 3.7375, 10.4681], [-23.9420, 2.8711, 13.6286], [-21.1203, 1.3409, 16.4903], [-23.4907, 2.2222, 17.0135], [-20.7695, 3.2039, 12.8098], [-21.0894, 5.7294, 17.1123], [-21.9623, 3.7650, 16.8135], [-18.7580, 7.3020, 17.9743], [-20.4872, 2.3533, 13.4235], [-18.2691, 8.8573, 18.6837], [-22.3529, 5.1655, 12.2806], [-22.4622, 0.9620, 15.3835], [-18.8338, 8.3854, 17.8873], [-20.9511, 8.3676, 16.8180], [-21.6220, 5.0205, 10.8357], [-18.3796, 8.6899, 16.9455], [-23.5306, 3.7692, 14.7103], [-23.8304, 3.7573, 17.7240], [-19.1391, 6.7106, 13.5708], [-21.3885, 1.1906, 15.4425], [-20.2329, 8.6794, 17.8688], [-20.7618, 1.4674, 12.8549], [-25.4797, 4.1460, 15.3136], [-23.2327, 8.0080, 16.2944], [-21.2199, 4.7466, 17.5775]],
  "mulliken_charge": [0.328, -0.609, 0.411, -0.377, 0.341, -1.049, -0.398, 0.194, 0.313, 0.425, 0.402, -0.030, 0.387, -0.565, -0.350, -0.012, 0.426, -0.981, 0.243, -0.321, 1.045, 0.332, -0.432, 0.443, -0.512, 0.386, -0.532, -0.485, -1.032, 0.280, 0.334, -0.203, -0.047, 0.453, 0.213, -0.652, 0.265, -0.131, 0.291, -0.548, 0.664, 0.876, 0.274, 0.616, 0.456, 1.339, -0.870, -0.357, 0.509, 0.416, -0.376, -0.795],
  "charge": 1,
  "homo_lumo_gap_ev": 2.942,
  "e_homo_ev": -12.595
}

=====

Record 2
{
  "formula": "C9H24B3NO6P",
  "method": "the ωB97M-V functional and the def2-TZVPD basis",
  "symbols": ["H", "P", "H", "O", "O", "C", "H", "H", "H", "H", "C", "H", "O", "C", "H", "H", "B", "H", "H", "O", "H", "O", "H", "C", "H", "N", "C", "B", "O", "C", "H", "C", "C", "H", "H", "H", "H", "H", "H", "H", "H", "H", "C", "B"],
  "xyz": [[-1.6426, -0.9597, 2.1944], [1.0138, 5.3936, 0.7992], [-0.2918, 3.9826, 1.8745], [0.5490, 4.6175, -1.9754], [1.3491, 2.8711, -0.6311], [-1.5934, 4.3997, -3.4127], [-1.0272, 6.2255, 0.6506], [0.7143, -4.1699, -1.1324], [-1.5742, -3.8130, 1.4829], [-0.7438, -4.6534, 2.7791], [-0.7879, -0.7429, 0.1705], [-1.1359, -0.2183, -0.7224], [-0.4003, 2.4737, -2.1542], [-0.6000, -4.1696, 1.8164], [0.6474, -5.8614, 1.2557], [-2.6761, -1.5516, 0.8916], [0.8076, 2.0817, -1.6254], [-1.3097, 4.3808, -4.4681], [-1.7985, 5.4385, -3.1532], [-0.1129, 6.4985, 0.5444], [1.2908, -3.3215, 2.4317], [2.3306, 5.9765, 1.0284], [2.8284, -2.5697, 0.9492], [2.0665, -2.0224, 0.4003], [2.0094, -4.4502, 0.0357], [0.7877, -2.7827, 0.4763], [0.0460, -5.0957, 0.7701], [-0.4634, 3.8272, -2.5209], [0.4837, 4.5217, 2.0456], [-0.2816, -2.0846, -0.3434], [-2.5117, 3.8210, -3.3096], [0.3834, -3.0225, 1.9058], [0.9597, -4.1889, -0.0737], [-2.4741, 0.1715, 1.1583], [0.1821, -1.9634, -1.3223], [0.0361, -0.1394, 0.5587], [1.9359, -1.0397, 0.8440], [-1.1079, -2.7854, -0.4587], [-0.6959, -5.6060, 0.1609], [1.3950, 1.1343, -2.0443], [2.3593, -1.9233, -0.6424], [0.0119, -2.1028, 2.3444], [-1.9509, -0.7834, 1.1649], [0.9924, 4.2062, -0.7433]],
  "mulliken_charge": [0.341, 0.755, 0.323, -0.312, -0.536, -0.835, 0.330, 0.300, 0.195, 0.482, -0.253, 0.382, -0.589, -0.529, 0.314, 0.302, 0.792, 0.324, 0.284, -0.502, 0.502, -0.607, 0.457, -1.116, 0.374, 0.105, -0.595, 0.356, -0.523, -0.738, 0.281, -0.618, -0.475, 0.422, 0.461, 0.170, 0.406, 0.530, 0.342, -0.149, 0.406, 0.281, -1.468, 0.630],
  "charge": 1,
  "homo_lumo_gap_ev": 9.761,
  "e_homo_ev": -12.347
}

=====

Record 3
{
  "formula": "C9H24BaF3HgO23S4Zn",
  "method": "the ωB97M-V functional and the def2-TZVPD basis",
  "symbols": ["H", "O", "H", "O", "H", "F", "H", "O", "O", "C", "H", "O", "O", "Hg", "O", "C", "H", "C", "O", "O", "O", "H", "H", "O", "O", "Ba", "C", "O", "C", "H", "H", "S", "O", "H", "H", "C", "C", "F", "O", "H", "O", "O", "S", "O", "H", "H", "H", "H", "C", "Zn", "H", "H", "F", "H", "H", "S", "O", "S", "O", "O", "H", "H", "H", "C", "O", "O"],
  "xyz": [[-14.6408, -4.6868, 1.5607], [-15.4299, -7.0813, 3.5035], [-13.3716, -6.9609, 8.3233], [-13.5515, -7.6125, 4.9435], [-13.6157, -3.1392, 7.2135], [-15.0874, -10.2260, 5.6693], [-11.1609, -3.5398, 8.0376], [-12.1885, -2.0816, 3.2072], [-13.4863, -4.8404, 6.0206], [-14.2311, -4.4564, -1.0312], [-9.8210, -3.8161, 2.3926], [-11.6308, -7.4462, 2.2505], [-12.7519, -7.2125, 7.6362], [-12.3491, -9.3548, 1.3738], [-10.2103, -5.5585, 2.3165], [-12.8402, -3.7184, 6.7136], [-12.1619, -4.8211, 8.5251], [-10.8328, -8.6746, 7.2768], [-14.0813, -9.0455, 3.0913], [-15.2985, -4.0765, 1.1993], [-9.3232, -2.9779, 2.2239], [-12.1830, -8.9158, 8.8537], [-11.2909, -0.2637, 2.6732], [-10.8877, -5.1060, 6.8250], [-10.7771, -8.9296, -0.2241], [-8.9978, -7.4945, 1.2053], [-15.7451, -9.1421, 5.2714], [-12.6478, -5.2732, 2.0878], [-12.2621, -8.5661, 7.8192], [-9.0968, -1.0927, 2.4142], [-10.0022, -5.0579, 7.1907], [-10.4253, -10.5875, 3.3571], [-9.1380, -10.7217, -0.6682], [-14.5627, -4.7970, -2.0111], [-13.7876, -3.4562, -0.9906], [-15.4420, -4.5700, -0.1340], [-11.2782, -1.3402, 2.4687], [-16.1028, -8.4131, 6.3073], [-11.8297, -10.9077, 3.2410], [-10.2097, -7.9688, 7.8320], [-9.5669, -11.7552, 3.1457], [-11.2210, -10.6964, -1.8966], [-10.5476, -10.3545, -0.6347], [-10.9622, -8.1980, 5.9338], [-12.9502, -9.2472, 7.3205], [-12.3286, -2.9870, 2.9011], [-10.4870, -9.7059, 7.2612], [-14.0711, -4.4839, 5.3386], [-9.8468, -1.8075, 2.7941], [-12.1047, -6.5624, 5.8908], [-10.5002, -8.8189, 5.2698], [-15.7371, -5.6247, -0.1885], [-16.7803, -9.5400, 4.5523], [-12.9147, -5.1244, 0.3665], [-16.2969, -4.0292, -0.5522], [-11.5616, -6.0398, 2.6784], [-10.1419, -9.6277, 2.2881], [-14.6032, -8.1351, 4.0859], [-11.6265, -6.0725, 4.1288], [-9.9593, -10.0272, 4.6391], [-9.7406, -1.6633, 3.8813], [-11.5564, -1.3787, 1.4051], [-12.4108, -3.1244, 5.9048], [-11.8007, -4.3259, 7.6229], [-13.1612, -5.2932, -0.5622], [-11.3226, -11.1306, 0.4019]],
  "mulliken_charge": [0.326, -0.744, 0.249, -0.518, 0.369, -0.202, 0.535, -0.510, -0.334, -0.251, 0.371, -0.735, -0.073, 2.136, -1.353, -0.195, 0.224, -0.521, -0.781, -0.567, -0.464, 0.509, 0.325, -0.397, -0.802, 1.842, 0.408, -0.167, -0.461, 0.377, 0.269, 1.072, -0.718, 0.294, 0.206, -0.490, -0.379, -0.207, -0.733, 0.177, -0.738, -0.693, 1.301, -0.429, 0.215, 0.244, 0.493, 0.289, -0.394, 1.206, 0.418, 0.241, -0.201, 0.331, 0.395, 0.343, -0.716, 1.327, -0.814, -0.732, 0.182, 0.257, 0.163, -0.568, -0.480, -0.724],
  "charge": -1,
  "homo_lumo_gap_ev": 5.646,
  "e_homo_ev": -4.939
}

=====

Record 4
{
  "formula": "C9H24CoF6N3O15S6",
  "method": "the ωB97M-V functional and the def2-TZVPD basis",
  "symbols": ["H", "O", "O", "H", "O", "C", "S", "H", "C", "O", "H", "F", "O", "O", "S", "C", "H", "O", "H", "N", "H", "C", "H", "O", "H", "C", "F", "O", "H", "H", "H", "S", "S", "H", "H", "C", "H", "F", "O", "N", "N", "O", "H", "O", "H", "S", "C", "H", "H", "C", "H", "H", "O", "Co", "O", "S", "H", "C", "H", "O", "H", "F", "F", "F"],
  "xyz": [[1.9181, -0.0037, 5.9873], [2.0943, 4.4811, -3.1579], [-2.2852, 1.4360, 0.0862], [-0.7751, 1.6558, 5.0659], [5.0307, -0.6143, 1.3351], [-0.0594, 0.3745, -4.0939], [-3.9369, 3.2595, 2.0431], [-0.6989, -0.1590, 3.9312], [0.2129, 1.8448, 4.6462], [-1.8008, -3.1190, -0.1748], [-1.5875, -6.1556, -1.4456], [-2.6018, 3.3637, -1.3013], [4.1091, -3.1720, 2.8170], [-3.7634, 1.8860, 2.5379], [-3.2217, 2.5489, -0.0455], [1.0367, 0.3559, -5.0775], [-3.6644, -4.7558, 0.1136], [3.7894, -4.6450, 0.8189], [0.1141, 2.5354, 3.8088], [1.1573, 5.1920, -0.7972], [-3.9674, -5.1018, -1.5447], [-3.5162, -4.3565, -0.8897], [-2.2718, 0.1416, -4.1177], [0.3181, -0.6099, -3.1142], [0.6910, 2.4267, 5.4342], [-1.2448, -5.3639, -0.7793], [4.2474, -0.8729, -0.8659], [3.6892, 4.0468, -0.7778], [1.8885, 0.8774, 3.8530], [-1.4469, -5.6912, 0.2406], [-1.9669, -3.7329, -2.1458], [1.7849, 5.5376, -2.1729], [2.3049, 4.0087, -0.3623], [1.0102, -0.6604, -5.4706], [2.0243, 0.4293, -4.6221], [1.0047, -0.3226, 5.4852], [-2.2926, -3.4526, 0.5792], [-3.4099, 4.1028, 3.3748], [0.0607, 0.0100, 3.3691], [-2.8877, 3.8044, 1.0445], [2.9252, -2.0586, 0.6608], [-5.3280, 3.6964, 1.8766], [0.9274, 1.0748, -5.8895], [1.6684, 2.6898, -0.2301], [0.1865, -0.3055, 6.2051], [3.4533, -3.4277, 1.5545], [-2.0631, -4.1123, -1.1285], [0.4850, -1.4084, -3.6203], [-1.2466, -1.0237, -5.0669], [-1.3754, 0.0023, -4.7220], [-4.1240, -3.4570, -0.9874], [-1.5670, 0.6404, -5.5847], [5.4782, -2.5782, -0.0476], [0.3917, -0.7508, 0.1439], [-4.5719, 2.3188, -0.5022], [4.4857, -1.6853, 0.4768], [1.1231, -1.3822, 5.2589], [0.9293, 0.6124, 4.2978], [-0.1835, -5.1452, -0.8972], [2.6684, 6.6797, -2.2178], [-0.1269, 1.3287, -3.5714], [1.9874, -3.8438, 2.0255], [0.4406, 6.1912, -2.8578], [2.3492, 4.4144, 1.2083]],
  "mulliken_charge": [0.396, -0.553, -0.336, 0.377, -0.616, 0.275, 1.117, 0.287, -1.347, -0.405, 0.391, -0.229, -0.565, -0.422, 1.030, -1.352, 0.413, -0.584, 0.291, -0.272, 0.382, -1.452, 0.257, -0.469, 0.392, -1.130, -0.284, -0.489, 0.444, 0.263, 0.300, 1.077, 0.988, 0.427, 0.322, -1.402, 0.278, -0.284, -0.466, -0.055, -0.045, -0.453, 0.357, -0.440, 0.347, 1.006, 0.355, 0.289, 0.301, -1.181, 0.329, 0.377, -0.565, 0.995, -0.481, 0.935, 0.358, 0.340, 0.304, -0.619, 0.410, -0.293, -0.326, -0.298],
  "s_squared": 3.765,
  "multiplicity": 4,
  "charge": -1,
  "homo_lumo_gap_ev": [7.779, 2.226],
  "e_homo_ev": [-7.369, -6.980]
}

=====

Record 5
{
  "formula": "C9H24KO3",
  "method": "the ωB97M-V functional and the def2-TZVPD basis",
  "symbols": ["H", "C", "H", "O", "H", "H", "C", "H", "C", "H", "H", "H", "C", "H", "C", "H", "H", "C", "H", "H", "O", "C", "O", "H", "K", "H", "H", "H", "H", "C", "H", "H", "H", "C", "H", "H", "H"],
  "xyz": [[-11.0866, -2.0126, 9.8862], [-10.0363, -2.4178, 3.9592], [-9.1011, -4.7131, 4.7269], [-10.4212, -2.7307, 6.2951], [-10.4864, -3.3537, 3.6119], [-11.6380, -1.4099, 8.3611], [-8.4899, -3.9314, 5.2549], [-10.8478, -1.7286, 4.1558], [-13.1660, -2.0283, 9.7444], [-13.3194, -2.9804, 10.1919], [-15.0374, -1.7512, 9.0420], [-7.5308, -3.7754, 4.8388], [-9.3081, -2.6275, 5.3047], [-11.8268, 2.4543, 5.3437], [-13.2980, -0.9858, 10.8132], [-12.7595, 2.2856, 7.6755], [-11.6330, 0.6928, 4.0726], [-10.4999, 1.2261, 6.5449], [-11.6395, -3.1787, 8.6496], [-10.3986, 0.2091, 6.8182], [-12.0667, 0.4479, 4.9225], [-11.8010, 1.5123, 5.9090], [-14.1406, -1.8602, 8.6384], [-13.1339, 0.5474, 7.3230], [-12.9529, -1.9482, 6.1465], [-9.4780, -1.9224, 3.1497], [-14.2305, -1.1739, 11.3933], [-13.9200, 1.9075, 6.5154], [-9.6857, 1.4776, 5.8972], [-12.9584, 1.5501, 6.8919], [-9.9773, -2.7668, 7.1563], [-13.3172, 0.0348, 10.3069], [-10.2349, 1.8929, 7.4040], [-11.7968, -2.1909, 9.1160], [-12.4844, -0.9440, 11.4949], [-8.2390, -4.2876, 6.2432], [-8.6850, -1.7959, 5.6170]],
  "mulliken_charge": [0.417, -1.040, 0.263, -0.444, 0.291, -0.488, -1.263, 0.063, 0.515, 0.303, 0.286, 0.392, 0.452, 0.352, -1.298, 0.382, 0.293, -1.067, 0.343, 0.114, -0.547, 0.396, -0.564, 0.049, 0.942, 0.368, 0.375, 0.375, 0.407, -1.108, 0.211, 0.245, 0.382, -0.530, 0.389, 0.414, 0.333],
  "charge": 1,
  "homo_lumo_gap_ev": 11.263,
  "e_homo_ev": -13.921
}